{"formula": "C9H15N3O4", "method": "ωB97M-V with the def2-TZVPD basis set", "elements": ["N", "C", "O", "C", "C", "N", "C", "O", "N", "C", "C", "C", "C", "C", "O", "O", "H", "H", "H", "H", "H", "H", "H", "H", "H", "H", "H", "H", "H", "H", "H"], "coordinates": [[-2.7269, -0.3452, -1.2448], [-2.9329, -1.2595, -0.2598], [-3.2899, -2.4095, -0.4012], [-2.6159, -0.6474, 1.1264], [-1.0125, -0.8386, 1.4003], [-0.7161, -0.9739, 2.7660], [-0.2578, 0.3066, 0.6678], [-0.7778, 1.4676, 0.6306], [1.0072, -0.0430, 0.2716], [1.8282, -1.1978, 0.7501], [3.2542, -0.5440, 0.8197], [3.2485, 0.5513, -0.2925], [1.7936, 1.0544, -0.2875], [1.2974, 1.4721, -1.7949], [1.7995, 1.0964, -2.7933], [0.2769, 2.3325, -1.7648], [-2.3392, 0.5633, -1.0401], [-2.8580, -0.6309, -2.2243], [-3.1527, -1.2169, 1.8609], [-2.8318, 0.3994, 1.1317], [-0.6466, -1.7069, 0.8348], [-1.2267, -0.2604, 3.2985], [-0.9834, -1.8769, 3.1189], [1.7156, -2.0257, 0.0477], [1.4587, -1.5700, 1.7291], [3.3403, 0.0871, 1.7411], [4.1078, -1.2610, 0.7525], [3.3351, 0.1853, -1.3024], [3.9537, 1.4006, -0.1018], [1.6198, 2.0078, 0.2657], [-0.1282, 2.1629, -0.8106]], "lumo_energy_ha": 0.0208, "smiles": "NC(=O)C[C@H](N)C(=O)N1CCC[C@H]1C(=O)O", "total_energy_ev": -22237.487, "fmax_ev_per_a": 3.45, "gap_ha": 0.3746, "multiplicity": 1, "e_homo_ev": -9.6274, "e_above_lowest_kcal_mol": 10.4}